Record 1
Molecular formula: C7H13Cl2N5
Method: DFT, ωB97M-V with the def2-TZVPD basis set

Output
* LUMO energy: -8.38 eV
* ΔE to the lowest compared entry with this formula, charge and spin: 6.238 eV
* total charge: +2
* Kohn-Sham gap: 7.571 eV
* E_tot: -39940.6922 eV

```
27
C7H13Cl2N5 | the OMol25 dataset | ωB97M-V with the def2-TZVPD basis set
Cl -3.2614 1.6510 -0.3613
Cl 1.8854 -1.7502 -0.4895
N -0.7563 1.9535 0.1623
N 2.8083 1.0950 -0.2245
N -2.0721 -1.4363 -0.0493
N 1.4399 0.7082 -0.0215
N 1.2553 3.0683 -0.5211
C 3.7897 0.4549 0.2247
C -2.0334 -2.6163 -1.0422
C -1.5318 -0.2690 -0.5793
C 0.9423 -0.4718 -0.1605
C 0.6008 1.9306 0.2784
C -1.6039 1.0128 -0.1405
C -1.5515 -1.8185 1.3352
H -3.0740 -1.3365 0.1224
H 2.2674 2.6367 -0.6283
H -2.5505 -3.5401 -0.7387
H -0.7525 -2.5303 1.2969
H -1.0339 -2.8746 -1.0459
H 4.8046 0.7291 0.0529
H -1.3196 -0.8540 1.8047
H -2.3316 -2.1841 1.9043
H -2.3692 -2.5758 -2.0945
H 1.2041 3.9105 0.1426
H 0.7460 2.2269 1.3088
H 3.8269 -0.4081 0.8377
H 0.6708 3.2882 -1.3737
```

Mulliken population analysis, charges in e, atoms 1 to 5:
1 Cl -0.10
2 Cl -0.07
3 N -0.56
4 N -0.77
5 N 0.09

=====

Record 2
Molecular formula: C20H22Cl14N2S2
Method: DFT, ωB97M-V with the def2-TZVPD basis set

Output
* LUMO energy: 0.23 eV
* ΔE to the lowest compared entry with this formula, charge and spin: 0.000 eV
* total charge: 0
* Kohn-Sham gap: 8.557 eV
* structure (SMILES): S=C=Nc1cccc2c1Nc1ccccc1S2.ClCCl.ClCCl.ClCCl.ClCCl.ClCCl.ClCCl.ClCCl
* E_tot: -221061.3979 eV

```
60
C20H22Cl14N2S2 | the OMol25 dataset | ωB97M-V with the def2-TZVPD basis set
Cl -1.7845 -4.6870 2.4762
Cl -6.0396 1.7677 1.5902
Cl -5.1930 -3.3763 5.2906
Cl -2.0294 -6.2767 4.9383
Cl -2.4803 3.0577 -0.9790
Cl 1.7636 -0.6905 5.9064
Cl 2.8359 2.5129 -5.0899
Cl -6.0170 -0.5973 3.3426
Cl -2.9155 -2.2531 6.7976
Cl 3.1777 4.2447 -7.4449
Cl -2.7103 3.9009 1.8248
Cl 4.1786 0.7935 -9.3344
Cl 5.1987 -0.7125 -7.0404
Cl 1.8244 1.6657 4.1586
S -2.7544 -1.0714 3.0498
S 1.2279 1.4947 -2.6174
N -0.4198 -0.8975 1.5674
N 0.9199 1.1180 0.3060
C 0.9634 0.1843 4.5927
C 2.2545 1.3698 -0.1025
C -1.4658 -0.9319 2.1739
C 3.6954 2.7674 -6.6199
C 3.2490 1.3933 0.8484
C -0.9615 -1.9017 -0.6130
C 0.3017 0.1157 -0.4829
C 3.8813 1.8443 -1.8003
C -2.1482 -4.6728 4.2095
C -0.3827 -0.9157 0.1334
C 0.3603 0.1468 -1.8592
C -6.8558 0.2631 2.0457
C 5.1056 -0.6159 -8.8033
C 2.5824 1.5824 -1.4322
C 4.8711 1.8726 -0.8385
C -4.6237 -2.0961 6.3781
C -2.9479 2.5894 0.6658
C -0.8883 -1.8548 -1.9836
C 4.5471 1.6317 0.4739
C -0.2295 -0.8302 -2.6270
H 4.6177 -1.5078 -9.1742
H 0.9257 -0.4581 3.7217
H -1.4387 -4.0161 4.6949
H 4.1106 2.0236 -2.8251
H -0.1481 -0.7874 -3.6939
H -7.8548 0.5032 2.3854
H 5.3189 1.6309 1.2181
H 5.8812 2.0625 -1.1341
H -4.7696 -1.1423 5.8859
H 6.1093 -0.5352 -9.2000
H 3.4948 1.9259 -7.2714
H 4.7562 2.8411 -6.4141
H 0.3683 1.9646 0.2369
H -1.3328 -2.6247 -2.5803
H -5.2048 -2.1462 7.2895
H -3.9981 2.3206 0.6601
H -0.0362 0.4488 4.9148
H 2.9729 1.2071 1.8678
H -1.4701 -2.7167 -0.1677
H -3.1578 -4.2973 4.3374
H -6.8954 -0.3794 1.1754
H -2.3402 1.7476 0.9712
```

Mulliken population analysis, charges in e, atoms 1 to 5:
1 Cl -0.15
2 Cl -0.17
3 Cl -0.15
4 Cl -0.18
5 Cl -0.16

=====

Record 3
Molecular formula: C2H5FIP
Method: DFT, ωB97M-V with the def2-TZVPD basis set

Output
* LUMO energy: 0.43 eV
* ΔE to the lowest compared entry with this formula, charge and spin: 1.472 eV
* total charge: 0
* Kohn-Sham gap: 9.829 eV
* structure (SMILES): FPCCI
* E_tot: -22261.1698 eV

```
10
C2H5FIP | the OMol25 dataset | ωB97M-V with the def2-TZVPD basis set
I 0.3350 -0.4187 2.6487
P 0.3858 -1.4657 -0.6546
F 1.7818 -0.5469 -0.8709
C 0.0126 0.8077 0.9500
C -0.7320 -0.0163 -0.4178
H -0.6621 0.7176 -1.2257
H 0.8868 1.1258 0.5149
H -1.6539 -0.5886 -0.1881
H -0.4928 1.7591 1.3462
H 0.1387 -1.3740 -2.1028
```

Mulliken population analysis, charges in e, atoms 1 to 5:
1 I 0.07
2 P 0.23
3 F -0.32
4 C -0.93
5 C -0.62

=====

Record 4
Molecular formula: C14H13N3O4S
Method: DFT, ωB97M-V with the def2-TZVPD basis set

Output
* LUMO energy: 0.07 eV
* ΔE to the lowest compared entry with this formula, charge and spin: 3.974 eV
* total charge: 0
* Kohn-Sham gap: 8.405 eV
* structure (SMILES): COc1cc(OS(C)(=O)=O)ccc1-c1cn2ccncc2n1
* E_tot: -38220.8614 eV

```
35
C14H13N3O4S | the OMol25 dataset | ωB97M-V with the def2-TZVPD basis set
S 3.7448 -0.2883 -3.1429
O 3.4879 -0.0852 -4.5687
O 2.7811 -1.4677 -2.4836
O 3.6303 1.0420 -2.4734
O -1.8599 -1.0664 -1.2175
N -3.1423 2.1824 4.8654
N -2.6766 0.3809 2.6734
N -0.6381 1.0293 2.3725
C -0.5074 -0.8647 -0.8824
C -1.7017 1.2090 3.1588
C 1.3263 -0.0662 0.5793
C -2.2934 -0.2265 1.4966
C 1.7603 -1.0592 -1.6126
C -0.1124 -0.2204 0.3002
C -0.9998 0.2030 1.3471
C -4.0401 1.2413 4.4204
C 0.4381 -1.1580 -1.8865
C 5.3823 -0.6584 -2.8417
C -3.8921 0.3444 3.3155
C -2.2820 -0.4272 -2.4358
C -2.0333 2.1873 4.2598
C 2.1648 -0.4598 -0.3503
H 1.6640 0.4208 1.5737
H -1.2365 2.9143 4.4957
H 0.2700 -1.5751 -2.8618
H 5.7852 -1.2625 -3.6522
H 3.1811 -0.2501 -0.0876
H -2.7801 -0.9253 0.9200
H -4.7250 -0.1935 2.8429
H -5.0630 1.1575 4.8819
H -3.3625 -0.3737 -2.4787
H -1.9441 -1.0967 -3.1964
H 5.4835 -1.3447 -1.9737
H 5.9920 0.2041 -2.7672
H -1.8013 0.5532 -2.5903
```

Mulliken population analysis, charges in e, atoms 1 to 5:
1 S 1.22
2 O -0.65
3 O -0.41
4 O -0.61
5 O -0.46

=====

Record 5
Molecular formula: C21H20ClO2PZr
Method: DFT, ωB97M-V with the def2-TZVPD basis set

Output
* LUMO energy: -9.59 eV
* ΔE to the lowest compared entry with this formula, charge and spin: 2.229 eV
* total charge: +2
* Kohn-Sham gap: 5.342 eV
* E_tot: -49271.9434 eV

```
46
C21H20ClO2PZr | the OMol25 dataset | ωB97M-V with the def2-TZVPD basis set
Zr 0.7394 -0.4196 -1.7851
Cl 0.8595 -3.4427 -1.8369
P -0.0934 -0.5354 0.8039
O 3.0025 -2.5535 -0.2718
O 3.0963 1.9642 -0.9562
C 2.1847 0.3347 2.1915
C 3.0015 1.2773 2.8151
C 1.8179 0.3992 -3.8022
C 0.6941 1.2877 -3.6358
C -1.7634 -0.0863 1.4450
C -4.1692 -0.3473 1.2619
C -0.1460 -0.8630 -3.9265
C 0.1492 -1.9738 1.8726
C -1.9471 0.4859 2.7158
C -3.2296 0.6522 3.2424
C -4.3442 0.2308 2.5216
C 0.9419 0.7240 1.6754
C 2.6055 2.6102 2.9044
C -0.5094 0.5139 -3.7168
C 2.3033 1.1531 -1.2030
C 2.1322 -2.0983 -0.9219
C 1.3908 3.0096 2.3485
C -1.0847 -2.0070 -4.0481
C -2.8956 -0.4959 0.7097
C 0.5579 2.0751 1.7307
C 1.2942 -0.9298 -4.0054
H -0.3854 2.4024 1.2769
H 2.5321 -0.6993 2.0774
H 0.7297 2.3820 -3.5260
H 1.0947 4.0571 2.3708
H -1.1006 0.8180 3.3205
H 1.8604 -1.8268 -4.2167
H -3.3459 1.0899 4.2321
H -2.7685 -0.9336 -0.2867
H -0.0166 -1.7195 2.9209
H -0.6098 -2.9281 -3.7014
H 1.1561 -2.3863 1.7596
H -2.0089 -1.8627 -3.4748
H -5.0363 -0.7089 0.7146
H -1.3384 -2.1337 -5.1051
H 3.2519 3.3419 3.3791
H -0.5711 -2.7473 1.5918
H 2.8623 0.6975 -3.8647
H -1.5261 0.9047 -3.7551
H -5.3377 0.3218 2.9564
H 3.9695 0.9657 3.2016
```

Mulliken population analysis, charges in e, atoms 1 to 5:
1 Zr 0.05
2 Cl -0.24
3 P 1.63
4 O -0.26
5 O -0.11

=====

Record 6
Molecular formula: C41H50NO5P
Method: DFT, ωB97M-V with the def2-TZVPD basis set

Output
* LUMO energy: 0.58 eV
* ΔE to the lowest compared entry with this formula, charge and spin: 0.000 eV
* total charge: 0
* Kohn-Sham gap: 9.790 eV
* structure (SMILES): CCO[P@@](=O)(OO)OCCCN.c1ccccc1.c1ccccc1.c1ccccc1.c1ccccc1.c1ccccc1.c1ccccc1
* E_tot: -64343.6572 eV

```
98
C41H50NO5P | the OMol25 dataset | ωB97M-V with the def2-TZVPD basis set
P -1.4155 2.1253 -5.8698
O -1.3173 0.7169 -6.1594
O -2.9370 2.5984 -6.1304
O 0.0324 2.2112 -7.8289
O -0.5331 3.0680 -6.8493
O -1.1228 2.5251 -4.3866
N -1.9311 -0.3497 -3.0931
C -0.8413 0.0238 -2.2066
C 5.8083 2.5481 -2.5208
C -0.0149 -3.1414 3.4657
C -5.4930 3.1126 -9.8490
C 3.0251 -3.9460 7.5902
C 5.2868 -2.3370 10.6793
C -3.8609 3.9052 -11.4244
C 5.4077 -0.0549 11.4217
C 4.2183 1.2329 -1.2892
C -0.7410 -1.7855 1.6198
C 5.2329 -2.7634 11.9985
C 5.4180 1.9272 -1.3428
C -2.8774 3.8051 -10.4506
C 5.0009 2.4731 -3.6466
C 2.0913 -5.5587 6.0725
C -0.3869 1.4704 -2.3590
C 2.6562 -4.3126 6.3039
C -5.1703 3.5611 -11.1223
C -4.7480 -1.2198 0.6231
C -5.6920 0.8816 1.3114
C 3.4072 1.1649 -2.4128
C -0.9862 -2.3573 2.8598
C 2.2660 -6.0726 8.4136
C -4.8914 1.5434 0.3920
C -5.6195 -0.4995 1.4280
C -3.2010 3.3510 -9.1794
C -4.5057 3.0019 -8.8799
C -3.8006 2.1642 -5.0665
C -4.0238 0.8221 -0.4158
C -3.9555 3.2293 -3.9697
C 1.2033 -3.3466 2.8342
C 3.7986 1.7830 -3.5923
C 5.3768 -0.9827 10.3907
C -3.9525 -0.5598 -0.3030
C 5.3570 -0.4815 12.7410
C 0.4753 -1.9951 0.9864
C 5.2716 -1.8360 13.0296
C 0.0023 1.8248 -3.7851
C 2.8268 -4.8245 8.6453
C 1.9000 -6.4403 7.1270
C 1.4505 -2.7719 1.5958
H 1.4648 -7.4145 6.9456
H -1.1592 -0.1192 -1.1826
H -6.5154 2.8473 -9.6125
H 5.2591 -3.0610 9.8744
H -4.6885 -2.2965 0.7166
H -4.7747 2.0488 -5.5153
H 5.3081 2.9530 -4.5665
H -1.8566 4.0830 -10.6842
H 3.1674 1.7268 -4.4706
H 0.4954 1.6323 -1.7453
H 5.2345 -2.1688 14.0588
H 1.8000 -5.8440 5.0691
H 1.9617 -3.9571 3.3076
H -3.2761 -1.1211 -0.9366
H 3.4665 -2.9739 7.7707
H 0.6647 -1.5522 0.0168
H -3.4008 1.3410 -1.1351
H 6.7437 3.0907 -2.5616
H 5.4719 1.0017 11.1969
H -0.2062 -3.5924 4.4315
H -6.3727 1.4425 1.9385
H -1.6186 -0.4499 -4.0492
H -2.4543 3.2749 -8.4110
H -4.9440 2.6211 0.3045
H 3.9149 0.7453 -0.3715
H -1.5002 -1.1763 1.1446
H 5.3840 0.2422 13.5452
H -3.5073 1.2069 -4.6662
H -3.3459 4.0676 -4.2664
H 0.8412 2.5021 -3.7205
H -4.9826 3.5094 -3.8179
H -1.9351 -2.1916 3.3536
H -0.0074 -0.6260 -2.4263
H -4.7533 2.6492 -7.8890
H 2.4023 -2.9306 1.1052
H -3.5060 2.8498 -3.0650
H -1.1296 2.1819 -2.0300
H 2.1143 -6.7588 9.2366
H -0.0927 2.6926 -8.6628
H 3.1097 -4.5358 9.6499
H -5.9397 3.6433 -11.8790
H 5.4224 -0.6503 9.3615
H -6.2429 -1.0152 2.1470
H 0.3298 0.9589 -4.3455
H -3.6077 4.2543 -12.4172
H 2.8091 -3.6264 5.4809
H -2.7211 0.2696 -3.0129
H 6.0493 1.9843 -0.4657
H 5.1612 -3.8200 12.2231
H 2.4682 0.6272 -2.3679
```

Mulliken population analysis, charges in e, atoms 1 to 5:
1 P 0.81
2 O -0.71
3 O -0.17
4 O -0.32
5 O -0.21